[1]
C25H23Cl3FN5NiO12S | ωB97M-V/def2-TZVPD

XYZ file:
```
71
C25H23Cl3FN5NiO12S ωB97M-V/def2-TZVPD
Ni -0.4904 0.1241 -0.0884
O -1.8772 -1.2898 0.2663
N -0.7157 -1.7837 0.0066
C -0.6051 -2.7926 -0.8226
C 0.6645 -3.4021 -1.0170
N 1.6494 -3.9803 -1.1557
C -1.7292 -3.3908 -1.4623
N -2.6493 -3.8830 -1.9470
F 2.6232 1.4929 -5.0790
C 2.5956 2.4499 -4.1382
C 2.2266 2.1640 -2.8765
N 2.2099 3.1111 -1.8906
C 1.8336 2.7475 -0.5216
C 2.3848 1.3409 -0.1635
O 3.6058 1.2148 -0.1095
O 1.5294 0.4177 0.0455
C 2.5232 4.4240 -2.1548
O 2.5082 5.3191 -1.3290
N 2.8759 4.6731 -3.4698
C 2.9627 3.7857 -4.5396
O 3.3132 4.1724 -5.6409
H 1.9163 1.1615 -2.6014
H 0.7529 2.7592 -0.4173
H 2.2689 3.4856 0.1451
H 3.0808 5.6379 -3.6745
O -2.5316 1.7322 1.8328
C -2.1286 2.3847 0.8635
O -1.2726 2.0435 -0.0159
C -2.7682 3.7385 0.6405
C -3.2449 4.4508 1.7310
C -3.9144 5.6653 1.5727
C -4.1052 6.1011 0.2851
O -4.7573 7.2396 -0.1489
C -4.6969 7.1985 -1.5671
O -3.9633 6.0606 -1.9662
C -3.6292 5.3920 -0.8047
C -2.9432 4.2133 -0.6631
H -3.0888 4.0409 2.7197
H -4.2752 6.2366 2.4174
H -4.2082 8.1068 -1.9397
H -5.7146 7.1455 -1.9761
H -2.5583 3.6596 -1.5080
C 2.6256 -0.3208 4.4394
C 1.7826 -1.4736 3.8883
C 1.1564 -1.1865 2.5263
S -0.1488 0.1233 2.4097
O 0.3992 1.3052 3.1035
C -1.3520 -0.6995 3.5514
C -1.3002 -0.1216 4.9613
C -2.0423 1.2081 5.0896
H 3.0050 -0.5641 5.4356
H 2.0326 0.5875 4.4927
H 3.4732 -0.1224 3.7812
H 1.0015 -1.7364 4.6092
H 2.4228 -2.3552 3.7790
H 0.6573 -2.0745 2.1330
H 1.9100 -0.8698 1.8061
H -1.1150 -1.7630 3.5328
H -2.3209 -0.5360 3.0851
H -0.2569 0.0397 5.2426
H -1.7257 -0.8513 5.6580
H -1.5861 1.9324 4.4206
H -1.9918 1.5808 6.1160
H -3.0887 1.0959 4.8004
Cl -2.6809 0.4532 -5.1693
C -1.9760 0.7543 -3.5838
Cl -1.4600 2.4572 -3.5076
Cl -3.2131 0.4392 -2.3612
C -0.6584 -0.1539 -3.3474
O -0.2681 -0.7353 -4.3409
O -0.1425 -0.1162 -2.1908
```

The value obtained for the energy above the lowest of the compared OMol25 structures with the same formula, charge and spin is 16.1 kJ/mol. Its total charge is -2. Its HOMO-LUMO gap (alpha / beta) is 8.0 / 8.0 eV. The expectation value of S² is 2.019. The multiplicity is 3. Its HOMO energy (alpha / beta) is -4.00 / -4.02 eV.

These are the Mulliken partial charges, in e, on atoms 1 to 8: number 1, Ni, carries 1.7029; number 2, O, carries -0.7403; number 3, N, carries 0.5808; number 4, C, carries 0.7186; number 5, C, carries -0.1211; number 6, N, carries -0.6213; number 7, C, carries 0.1789; number 8, N, carries -0.5956

---

[2]
C2H4OS | ωB97M-V/def2-TZVPD

XYZ file:
```
8
C2H4OS ωB97M-V/def2-TZVPD
C -1.7342 -1.4339 -0.0006
C 0.5563 1.0229 -0.6530
O -0.2840 0.1962 -0.5838
S 2.1609 1.0502 0.3083
H -0.8707 -2.0343 0.2646
H -2.0702 -0.8571 0.9188
H 0.3755 1.9056 -1.3687
H 1.8664 0.1505 1.1145
```

The value obtained for the energy above the lowest of the compared OMol25 structures with the same formula, charge and spin is 516.8 kJ/mol. Its total charge is 0. Its HOMO-LUMO gap (alpha / beta) is 8.8 / 8.8 eV. The multiplicity is 1. Its HOMO energy (alpha / beta) is -8.64 / -8.64 eV.

The computed natural (NBO) charges, all in e, follow: number 1, C, carries -0.2263; number 2, C, carries 0.3305; number 3, O, carries -0.5074; number 4, S, carries -0.0424; number 5, H, carries 0.0810; number 6, H, carries 0.0893; number 7, H, carries 0.1565; number 8, H, carries 0.1187

---

Number 1: total energy -5530.208541 Eh. Number 2: total energy -551.831859 Eh.